Entry from the OMol25 dataset: one molecule with the formula C4H5NO (wB97M-V/def2-TZVPD).

Properties
LUMO ... 0.8 eV
Spin multiplicity ... 1
Energy relative to the best compared isomer or geometry (same formula, charge and spin) ... 1.088 eV
Structure (SMILES) ... C=C=CC(N)=O
Energy ... -7765.4386 eV

Cartesian coordinates (Å):
1 C 0.237 0.589 -2.092
2 C -0.314 0.591 -0.912
3 C -0.718 0.712 0.326
4 C -0.266 -0.177 1.441
5 N 0.441 -1.283 1.068
6 O -0.551 0.073 2.598
7 H 1.076 1.267 -2.215
8 H -0.101 0.009 -2.946
9 H -1.384 1.522 0.609
10 H 0.828 -1.850 1.805
11 H 0.806 -1.384 0.134

***

Entry from the OMol25 dataset: one molecule with the formula CH3NOS2 (wB97M-V/def2-TZVPD).

Properties
LUMO ... -0.6 eV
Spin multiplicity ... 1
Energy relative to the best compared isomer or geometry (same formula, charge and spin) ... 2.583 eV
Energy ... -26290.3860 eV

Cartesian coordinates (Å):
1 C 0.358 -0.870 0.236
2 N 0.049 0.004 -0.765
3 O -1.476 2.339 0.138
4 S 0.872 0.434 1.448
5 S 0.088 1.595 -0.180
6 H -0.398 -1.542 0.583
7 H 1.202 -1.638 -0.028
8 H -0.695 -0.322 -1.433

***

Entry from the OMol25 dataset: C33H25AgGeN4O2S as an isolated structure (wB97M-V/def2-TZVPD).

Properties
LUMO ... -0.9 eV
Spin multiplicity ... 1
Energy relative to the best compared isomer or geometry (same formula, charge and spin) ... 0.000 eV
Energy ... -116034.6527 eV

Cartesian coordinates (Å):
1 Ag -0.255 0.651 -1.145
2 S 2.738 -6.473 -2.589
3 N 1.214 -6.042 -2.278
4 C 1.221 -4.735 -2.074
5 C 0.063 -3.919 -1.766
6 C -1.226 -4.443 -1.643
7 C -2.265 -3.591 -1.352
8 C -1.991 -2.232 -1.195
9 N -0.773 -1.729 -1.312
10 C 0.249 -2.544 -1.587
11 C 1.597 -1.939 -1.702
12 N 1.711 -0.617 -1.512
13 C 2.903 -0.051 -1.614
14 C 4.062 -0.766 -1.910
15 C 3.963 -2.124 -2.104
16 C 2.711 -2.731 -2.001
17 C 2.512 -4.155 -2.191
18 N 3.458 -5.032 -2.479
19 H -1.379 -5.505 -1.781
20 H -3.281 -3.945 -1.247
21 H -2.785 -1.529 -0.966
22 H 2.936 1.020 -1.454
23 H 5.010 -0.253 -1.980
24 H 4.828 -2.732 -2.336
25 O -2.149 1.764 -0.264
26 C -1.646 2.879 -0.590
27 O -0.449 3.034 -0.920
28 C -2.601 4.061 -0.649
29 C -4.056 3.622 -0.832
30 Ge -4.288 2.206 -2.180
31 C -2.703 1.948 -3.301
32 C -2.099 3.023 -3.949
33 C -0.928 2.856 -4.677
34 C -0.342 1.603 -4.774
35 C -0.941 0.514 -4.150
36 C -2.112 0.691 -3.424
37 C -5.742 2.727 -3.395
38 C -6.942 3.219 -2.880
39 C -7.994 3.565 -3.716
40 C -7.862 3.423 -5.091
41 C -6.677 2.937 -5.621
42 C -5.627 2.593 -4.778
43 C -4.828 0.471 -1.441
44 C -5.396 -0.477 -2.292
45 C -5.790 -1.723 -1.819
46 C -5.640 -2.030 -0.473
47 C -5.085 -1.093 0.388
48 C -4.673 0.143 -0.094
49 H -2.271 4.712 -1.459
50 H -2.483 4.636 0.274
51 H -4.683 4.472 -1.109
52 H -4.447 3.225 0.107
53 H -2.537 4.013 -3.880
54 H -0.467 3.708 -5.161
55 H 0.573 1.472 -5.337
56 H -0.499 -0.473 -4.233
57 H -2.574 -0.164 -2.943
58 H -7.064 3.333 -1.807
59 H -8.917 3.945 -3.296
60 H -8.681 3.693 -5.746
61 H -6.568 2.826 -6.693
62 H -4.703 2.219 -5.207
63 H -5.544 -0.240 -3.341
64 H -6.229 -2.445 -2.497
65 H -5.964 -2.993 -0.095
66 H -4.966 -1.327 1.439
67 H -4.196 0.850 0.572

***

Entry from the OMol25 dataset: a 2-piece molecular cluster, C25H50BrClF4IN6O2P2 overall (wB97M-V/def2-TZVPD).

Properties
LUMO ... -3.7 eV
Spin multiplicity ... 1
Net charge ... +1
Energy ... -159878.8120 eV

Cartesian coordinates (Å):
1 C -3.755 -4.051 2.329
2 C -3.018 -4.031 3.682
3 C -1.883 -2.986 3.602
4 C -0.559 -3.460 4.238
5 C 0.490 -2.327 4.147
6 C 1.816 -2.760 3.481
7 C 1.674 -3.473 2.122
8 C 2.067 -2.596 0.899
9 C 0.878 -1.679 0.527
10 N 1.088 -0.257 0.162
11 C 0.657 0.077 -1.120
12 N -0.424 0.739 -1.251
13 C -0.939 1.191 -2.556
14 C -1.024 2.723 -2.680
15 C -1.733 3.081 -4.014
16 C -2.458 4.429 -3.744
17 C -0.739 3.338 -5.159
18 C -1.233 1.126 -0.083
19 C -2.705 0.619 -0.087
20 C -3.704 1.611 -0.715
21 I -2.939 -1.378 -0.824
22 N 1.497 -0.278 -2.200
23 C 1.178 -1.442 -2.958
24 F -0.147 -1.676 -2.774
25 F 1.288 -1.257 -4.268
26 C 1.896 -2.802 -2.582
27 F 1.036 -3.699 -2.133
28 F 2.426 -3.317 -3.704
29 C 2.888 0.218 -2.122
30 C 3.879 -0.338 -3.133
31 P 2.853 2.076 -2.535
32 N 4.225 2.621 -3.074
33 C 3.475 -0.039 -0.677
34 Br 5.156 0.892 -0.367
35 C 2.384 0.385 0.340
36 P 2.959 0.454 2.143
37 O 1.463 0.532 2.801
38 Cl 3.755 2.364 2.492
39 H -4.699 -4.594 2.371
40 H -3.081 -4.443 1.563
41 H -3.977 -3.029 2.017
42 H -2.679 -5.022 3.975
43 H -3.752 -3.636 4.386
44 H -2.176 -2.088 4.152
45 H -1.706 -2.640 2.576
46 H -0.811 -3.715 5.269
47 H -0.233 -4.382 3.752
48 H 0.760 -2.041 5.166
49 H 0.029 -1.471 3.653
50 H 2.544 -1.950 3.459
51 H 2.235 -3.497 4.172
52 H 0.671 -3.853 1.917
53 H 2.335 -4.340 2.130
54 H 2.224 -3.329 0.105
55 H 3.033 -2.120 1.072
56 H 0.169 -1.713 1.356
57 H 0.335 -2.164 -0.290
58 H -0.336 0.831 -3.383
59 H -1.937 0.798 -2.724
60 H -0.006 3.102 -2.778
61 H -1.594 3.201 -1.891
62 H -2.525 2.369 -4.261
63 H -3.021 4.781 -4.604
64 H -3.099 4.356 -2.863
65 H -1.674 5.137 -3.457
66 H -0.139 4.202 -4.874
67 H -1.294 3.522 -6.075
68 H -0.079 2.471 -5.254
69 H -0.800 0.793 0.855
70 H -1.303 2.210 -0.019
71 H -2.975 0.583 0.966
72 H -4.676 1.530 -0.235
73 H -3.889 1.372 -1.764
74 H -3.330 2.631 -0.643
75 H 2.726 -2.630 -1.897
76 H 3.516 -0.255 -4.159
77 H 4.104 -1.397 -2.982
78 H 4.829 0.186 -3.105
79 H 2.462 2.839 -1.410
80 H 1.876 2.156 -3.557
81 H 4.538 3.379 -2.474
82 H 3.714 -1.099 -0.640
83 H 2.227 1.450 0.108
84 H 1.445 1.134 3.563
85 C -1.910 2.752 3.448
86 O -2.343 1.652 3.146
87 N -2.588 3.621 4.247
88 N -0.697 3.199 2.996
89 H -2.239 4.526 4.498
90 H -3.482 3.324 4.596
91 H -0.178 2.575 2.405
92 H -0.314 4.099 3.219

***

Entry from the OMol25 dataset: an isolated ion of composition C3H8FN2 and charge +1 (wB97M-V/def2-TZVPD).

Properties
LUMO (alpha / beta) ... -3.3 / -8.5 eV
Spin multiplicity ... 3
Net charge ... +1
Energy relative to the best compared isomer or geometry (same formula, charge and spin) ... 0.588 eV
<S²> ... 2.008
Energy ... -8925.7483 eV

Cartesian coordinates (Å):
1 C -0.213 -0.476 -0.072
2 C 1.602 1.323 0.288
3 C -1.823 -0.526 -0.073
4 N 0.254 0.683 0.332
5 N 0.411 -1.615 -0.409
6 F -2.242 0.689 0.095
7 H 1.821 1.620 1.396
8 H 2.243 0.637 -0.247
9 H 1.447 2.292 -0.164
10 H -2.102 -1.216 0.643
11 H -2.157 -0.852 -1.187
12 H -0.427 1.477 0.513
13 H -0.156 -2.374 -0.718
14 H 1.343 -1.662 -0.397

***

Entry from the OMol25 dataset: a 2-piece molecular cluster, C13H17N3O2 overall (wB97M-V/def2-TZVPD).

Properties
LUMO ... -0.8 eV
Spin multiplicity ... 1
Energy relative to the best compared isomer or geometry (same formula, charge and spin) ... 2.000 eV
Structure (SMILES) ... NCc1cccc2nccnc12.CCOC(C)=O
Energy ... -22320.1266 eV

Cartesian coordinates (Å):
1 N -2.492 0.898 2.681
2 C -1.335 0.122 2.093
3 C -1.980 -0.917 1.077
4 C -2.574 -2.118 1.635
5 C -3.238 -3.106 0.708
6 C -3.253 -2.802 -0.721
7 C -2.623 -1.565 -1.304
8 N -2.683 -1.398 -2.684
9 C -2.117 -0.230 -3.082
10 C -1.504 0.753 -2.140
11 N -1.390 0.613 -0.789
12 C -1.977 -0.589 -0.403
13 H -3.051 0.164 3.145
14 H -3.064 1.126 1.851
15 H -0.774 -0.412 2.913
16 H -0.668 0.859 1.556
17 H -2.549 -2.296 2.746
18 H -3.718 -4.016 1.145
19 H -3.771 -3.530 -1.401
20 H -2.108 0.011 -4.178
21 H -1.082 1.696 -2.588
22 C 2.127 2.321 -0.449
23 C 2.263 0.813 -0.473
24 O 3.425 0.411 -1.210
25 C 4.659 0.314 -0.680
26 C 4.927 0.938 0.665
27 O 5.546 -0.198 -1.313
28 H 2.971 2.794 0.056
29 H 1.208 2.616 0.062
30 H 2.106 2.717 -1.468
31 H 2.261 0.376 0.528
32 H 1.407 0.385 -0.997
33 H 5.291 1.956 0.523
34 H 5.695 0.350 1.169
35 H 4.064 0.946 1.327